1.
Below is a molecular structure, C19H34N3O5P2Tc, with properties calculated with the ωB97M-V functional and the def2-TZVPD basis.

As for the expectation value of S²: 3.785. The multiplicity is 4. For the HOMO energy (alpha / beta), the calculation gives -0.665 / -0.664 Eh. The net charge is +3. Its total energy is -2047.3001 hartree.

Positions of all 64 atoms, in Å:
Tc  -0.348  0.094  -0.730
P  -2.155  -1.191  -0.851
C  -3.480  -0.143  -1.583
C  -3.234  1.276  -1.160
N  -1.975  1.613  -0.780
C  -1.760  2.877  -0.334
C  -2.781  3.816  -0.255
C  -4.063  3.481  -0.653
C  -4.285  2.187  -1.096
C  -0.383  3.224  0.138
P  0.774  1.996  -0.618
H  -5.286  1.833  -1.337
H  -2.536  4.807  0.123
H  -4.874  4.208  -0.605
H  -0.097  4.241  -0.157
H  -0.328  3.163  1.236
H  -3.432  -0.261  -2.678
H  -4.459  -0.493  -1.234
H  0.173  0.438  -5.575
O  -0.779  0.406  -5.819
H  -0.820  1.007  -6.582
H  3.524  0.862  -3.690
O  3.529  1.083  -4.641
H  4.481  1.064  -4.860
C  1.321  2.901  -2.091
H  1.658  3.902  -1.799
H  2.147  2.347  -2.547
H  0.492  2.979  -2.802
C  2.220  2.202  0.461
H  3.026  1.612  0.012
H  2.504  3.261  0.502
H  2.008  1.836  1.472
C  -2.980  -1.792  0.676
H  -3.955  -2.221  0.408
H  -2.339  -2.579  1.092
H  -3.103  -0.981  1.404
C  -2.340  -2.693  -1.845
H  -1.671  -3.440  -1.405
H  -3.379  -3.047  -1.807
H  -2.051  -2.472  -2.877
C  4.018  -1.280  1.730
C  2.977  -1.258  2.831
C  1.545  -1.799  2.520
C  1.429  -3.351  2.426
C  2.285  -4.045  1.392
C  0.676  -1.386  3.716
O  0.861  -1.870  4.826
N  -0.330  -0.432  3.547
C  -0.758  0.139  2.357
O  -1.705  0.909  2.237
N  0.004  -0.296  1.288
C  0.998  -1.195  1.251
O  1.377  -1.452  0.068
H  4.200  -2.291  1.361
H  4.959  -0.898  2.147
H  3.728  -0.634  0.894
H  3.328  -1.839  3.695
H  2.858  -0.219  3.184
H  1.640  -3.755  3.425
H  0.367  -3.570  2.220
H  3.346  -4.024  1.662
H  1.980  -5.097  1.341
H  2.125  -3.579  0.414
H  -0.872  -0.181  4.357

=====

2.
Below is 2 unconnected molecules or ions with the total composition C19H35B2ClF10NO13P2S, with properties calculated with the ωB97M-V functional and the def2-TZVPD basis.

The energy above the lowest of the compared OMol25 structures with the same formula, charge and spin comes out at 12.6665 eV. For the HOMO energy, the calculation gives -0.177 Eh. The net charge is -1. Its total energy is -4367.0945 hartree.

Positions of all 84 atoms, in Å:
C  -2.214  4.076  2.346
C  -1.652  3.139  3.593
C  -1.808  1.549  3.442
Cl  -3.696  1.345  3.336
P  -0.889  0.596  2.050
C  0.285  1.974  1.443
N  1.218  2.622  2.398
C  2.684  2.441  2.071
C  0.393  -0.329  3.204
C  0.822  -1.837  2.622
O  0.328  -2.999  3.094
F  1.928  -2.031  1.607
B  -2.174  -0.799  2.520
O  -2.212  -1.516  3.808
O  -3.199  -1.273  1.522
C  -4.329  -1.921  2.207
O  -2.271  1.157  1.078
C  -2.078  1.077  -0.409
P  -3.739  0.924  -1.417
O  -4.612  -0.323  -0.996
O  -3.335  0.975  -3.131
O  -4.753  2.348  -1.099
C  -0.940  -0.070  -0.660
C  0.304  0.240  -1.734
C  0.438  1.808  -2.171
C  1.936  2.235  -2.742
F  2.353  1.415  -3.941
F  2.887  1.773  -1.659
C  2.196  3.830  -2.890
F  3.625  4.069  -3.301
F  2.086  4.415  -1.501
S  1.061  4.803  -3.982
F  2.394  5.010  -5.096
F  0.487  3.461  -4.865
F  -0.246  4.813  -2.877
F  1.648  6.250  -3.192
F  0.131  5.811  -5.010
C  -1.478  -1.510  -1.324
B  -0.416  -2.767  -0.994
O  -0.474  -3.611  0.215
O  0.649  -3.023  -2.012
O  -0.262  -0.300  0.657
H  -3.044  3.568  1.700
H  -2.724  5.044  2.825
H  -1.310  4.514  1.701
H  -0.607  3.535  4.016
H  -2.399  3.436  4.485
H  -1.562  1.069  4.508
H  -0.273  2.815  0.816
H  1.001  1.452  0.639
H  1.107  2.353  3.396
H  3.370  2.852  2.936
H  2.908  1.279  2.000
H  2.997  2.888  1.015
H  0.049  -0.371  4.321
H  1.448  0.213  3.227
H  -2.757  -1.048  4.503
H  -5.259  -2.017  1.469
H  -4.727  -1.316  3.139
H  -3.993  -3.023  2.482
H  -1.830  2.217  -0.629
H  -3.760  1.814  -3.508
H  -5.638  2.114  -1.529
H  0.244  -0.392  -2.714
H  1.277  -0.149  -1.160
H  -0.426  2.006  -2.971
H  0.212  2.585  -1.295
H  -2.508  -1.860  -0.896
H  -1.657  -1.413  -2.501
H  0.413  -4.118  0.222
H  1.460  -2.448  -1.826
C  2.528  -7.355  -1.288
C  3.329  -6.151  -1.739
C  4.563  -5.911  -0.924
O  4.754  -4.514  -1.063
C  3.517  -3.976  -1.284
O  3.268  -2.783  -1.256
O  2.595  -4.953  -1.537
H  1.597  -7.429  -1.860
H  3.096  -8.281  -1.421
H  2.240  -7.267  -0.235
H  3.560  -6.229  -2.809
H  5.429  -6.460  -1.305
H  4.436  -6.138  0.140

=====

3.
Below is 2 unconnected molecules or ions with the total composition C19H35B2ClF10NO13P2S, with properties calculated with the ωB97M-V functional and the def2-TZVPD basis.

The energy above the lowest of the compared OMol25 structures with the same formula, charge and spin comes out at 0.0000 eV. For the HOMO energy, the calculation gives -0.158 Eh. The net charge is -1. Its total energy is -4367.5600 hartree.

Positions of all 84 atoms, in Å:
C  2.069  2.118  4.107
C  1.404  3.298  3.348
C  1.524  3.310  1.809
Cl  3.358  3.445  1.545
P  0.717  1.890  0.728
C  -0.332  1.086  2.117
N  -1.286  1.907  2.869
C  -2.674  1.481  2.742
C  -0.728  2.969  -0.013
C  -1.147  2.549  -1.396
O  -0.855  3.064  -2.379
F  -2.074  1.529  -1.510
B  1.894  2.613  -0.705
O  1.768  3.908  -1.262
O  2.887  1.814  -1.269
C  3.927  2.528  -1.920
O  2.168  0.956  1.157
C  2.056  -0.417  0.937
P  3.709  -1.212  0.652
O  4.490  -0.676  -0.453
O  3.435  -2.828  0.548
O  4.594  -0.996  2.022
C  0.963  -0.648  -0.170
C  -0.102  -1.806  0.089
C  -0.137  -2.341  1.533
C  -1.442  -3.038  1.900
F  -1.715  -4.094  1.118
F  -2.430  -2.146  1.602
C  -1.650  -3.339  3.407
F  -2.844  -3.862  3.597
F  -1.672  -2.173  4.032
S  -0.359  -4.397  4.268
F  -1.400  -5.610  4.388
F  0.210  -4.999  2.926
F  0.691  -3.217  4.306
F  -0.925  -3.880  5.684
F  0.688  -5.286  5.063
C  1.518  -1.060  -1.573
B  0.455  -0.730  -2.719
O  0.405  0.476  -3.347
O  -0.465  -1.726  -3.102
O  0.203  0.529  -0.269
H  2.890  1.654  3.556
H  2.510  2.521  5.034
H  1.319  1.394  4.453
H  0.411  3.534  3.750
H  1.999  4.170  3.683
H  1.174  4.292  1.462
H  0.284  0.502  2.825
H  -0.949  0.328  1.614
H  -1.256  2.897  2.662
H  -3.351  2.202  3.219
H  -2.963  1.449  1.666
H  -2.842  0.464  3.121
H  -0.518  4.038  0.024
H  -1.673  2.834  0.552
H  2.259  4.580  -0.771
H  4.784  1.853  -2.072
H  4.304  3.374  -1.330
H  3.576  2.842  -2.914
H  1.843  -0.771  1.973
H  3.860  -3.247  1.313
H  5.481  -1.313  1.780
H  0.033  -2.663  -0.576
H  -1.061  -1.352  -0.193
H  0.729  -3.009  1.649
H  0.006  -1.569  2.298
H  2.434  -0.511  -1.842
H  1.802  -2.122  -1.596
H  -0.433  0.485  -3.839
H  -1.262  -1.709  -2.538
C  -2.729  -0.251  -7.211
C  -3.407  -1.018  -6.102
C  -4.697  -0.405  -5.623
O  -4.760  -0.862  -4.270
C  -3.477  -1.061  -3.857
O  -3.164  -1.252  -2.725
O  -2.619  -1.002  -4.908
H  -1.763  -0.699  -7.447
H  -3.343  -0.245  -8.113
H  -2.534  0.779  -6.909
H  -3.548  -2.063  -6.398
H  -5.564  -0.747  -6.187
H  -4.680  0.688  -5.619

=====

4.
Below is 2 unconnected molecules or ions with the total composition C19H35F3N6O7PS, with properties calculated with the ωB97M-V functional and the def2-TZVPD basis.

For the HOMO energy, the calculation gives -0.416 Eh. The net charge is +1. Its total energy is -2639.0944 hartree.

Positions of all 72 atoms, in Å:
C  2.451  -2.425  1.933
P  3.567  -1.597  0.748
O  3.761  -2.692  -0.437
N  2.531  -0.345  0.034
C  3.064  1.005  0.105
C  2.445  1.804  1.233
N  3.090  2.592  1.974
C  1.376  -0.728  -0.545
N  1.016  -2.003  -0.575
C  -0.128  -2.065  -1.243
C  -0.877  -3.313  -1.519
C  -0.238  -4.543  -0.858
C  -0.245  -5.733  -1.829
C  -0.092  -7.053  -1.110
N  -0.013  -8.140  -2.097
N  -0.488  -0.836  -1.637
C  -1.678  -0.571  -2.443
C  -1.401  -0.885  -3.929
C  -2.673  -1.150  -4.701
F  -3.252  0.002  -5.095
F  -3.572  -1.852  -3.979
F  -2.392  -1.875  -5.811
N  0.445  0.049  -1.169
C  0.239  1.463  -1.437
C  -1.012  2.066  -0.732
C  -0.701  3.025  0.429
C  -1.235  2.452  1.733
O  -2.639  2.173  1.569
C  -3.013  0.969  2.075
O  -2.829  0.635  3.216
H  3.052  -2.714  2.781
H  1.720  -1.684  2.238
H  1.952  -3.275  1.485
H  4.705  -2.788  -0.583
H  3.000  1.499  -0.861
H  4.121  0.926  0.320
H  1.390  1.653  1.435
H  4.074  2.639  1.711
H  -1.897  -3.212  -1.163
H  -0.898  -3.496  -2.589
H  -0.778  -4.833  0.037
H  0.791  -4.343  -0.590
H  0.535  -5.620  -2.573
H  -1.200  -5.733  -2.351
H  -0.935  -7.232  -0.453
H  0.809  -7.030  -0.500
H  -0.603  -8.915  -1.837
H  0.925  -8.502  -2.172
H  -2.503  -1.152  -2.064
H  -1.985  0.465  -2.399
H  -0.977  0.016  -4.357
H  -0.679  -1.679  -4.049
H  0.078  1.558  -2.505
H  1.093  2.079  -1.209
H  -1.553  2.621  -1.486
H  -1.640  1.236  -0.430
H  -1.266  3.934  0.265
H  0.344  3.288  0.521
H  -1.155  3.191  2.518
H  -0.697  1.545  1.992
H  -3.490  0.290  1.358
C  0.443  6.514  4.887
C  -0.430  7.715  4.588
O  -0.506  7.744  3.152
S  -0.472  6.256  2.583
O  -1.796  5.812  2.328
O  0.534  6.171  1.588
O  0.043  5.535  3.914
H  1.500  6.738  4.738
H  0.290  6.123  5.888
H  -0.008  8.645  4.954
H  -1.440  7.589  4.984

=====

5.
Below is 2 unconnected molecules or ions with the total composition C19H35N3O2, with properties calculated with the ωB97M-V functional and the def2-TZVPD basis.

The energy above the lowest of the compared OMol25 structures with the same formula, charge and spin comes out at 2.1001 eV. For the HOMO energy, the calculation gives -0.209 Eh. Its total energy is -1059.6195 hartree.

Positions of all 59 atoms, in Å:
C  7.375  -1.659  2.673
C  6.145  -0.778  2.652
O  4.961  -1.533  2.619
C  3.868  -0.711  2.675
C  2.583  -1.414  2.681
C  1.456  -0.868  3.106
C  0.193  -1.631  3.153
O  3.918  0.502  2.732
H  8.295  -1.076  2.689
H  7.371  -2.308  3.549
H  7.401  -2.310  1.800
H  6.094  -0.134  3.540
H  6.131  -0.120  1.773
H  2.591  -2.440  2.362
H  1.481  0.156  3.444
H  -0.622  -1.055  3.593
H  -0.108  -1.937  2.150
H  0.319  -2.538  3.747
C  0.313  2.525  1.395
C  0.431  2.539  -0.118
C  0.228  3.933  -0.686
N  -0.555  1.601  -0.706
N  -1.782  1.985  -1.015
N  -2.367  0.908  -1.461
C  -3.776  1.020  -1.933
C  -3.839  1.989  -3.101
C  -4.656  1.461  -0.777
C  -1.545  -0.247  -1.442
C  -1.967  -1.640  -1.906
C  -0.836  -2.672  -1.745
C  -2.334  -1.597  -3.403
C  -3.155  -2.131  -1.055
C  -0.335  0.219  -0.918
C  0.853  -0.428  -0.624
H  1.037  3.191  1.864
H  -0.684  2.844  1.701
H  0.472  1.521  1.788
H  1.430  2.184  -0.412
H  0.963  4.640  -0.298
H  0.304  3.928  -1.773
H  -0.762  4.308  -0.429
H  -4.112  0.034  -2.275
H  -4.845  2.068  -3.512
H  -3.530  2.984  -2.785
H  -3.168  1.680  -3.902
H  -5.707  1.514  -1.060
H  -4.563  0.778  0.067
H  -4.354  2.448  -0.429
H  -0.544  -2.773  -0.700
H  -1.160  -3.655  -2.088
H  0.035  -2.393  -2.338
H  -3.158  -0.919  -3.613
H  -1.482  -1.261  -3.994
H  -2.623  -2.585  -3.759
H  -4.024  -1.482  -1.137
H  -3.462  -3.131  -1.361
H  -2.879  -2.170  -0.002
H  1.010  -1.469  -0.799
H  1.677  0.104  -0.195

=====

6.
Below is a molecular structure, C19H36AsF15N2O9S3, with properties calculated with the ωB97M-V functional and the def2-TZVPD basis.

For the HOMO energy, the calculation gives -0.192 Eh. The net charge is -2. Its total energy is -6460.8516 hartree.

Positions of all 85 atoms, in Å:
C  8.014  -11.225  8.978
C  8.470  -10.454  10.253
C  7.225  -9.808  10.735
N  7.206  -8.877  11.891
C  7.845  -9.594  13.058
C  5.782  -8.381  12.315
C  6.188  -7.174  13.164
C  7.390  -6.520  12.429
C  7.926  -7.618  11.546
H  7.892  -10.609  8.092
H  7.025  -11.650  9.107
H  8.612  -12.040  8.701
H  9.319  -9.729  10.093
H  8.949  -11.158  10.913
H  6.473  -10.542  10.960
H  6.782  -9.257  9.940
H  8.801  -9.856  12.696
H  7.208  -10.460  13.205
H  7.964  -8.954  13.909
H  5.190  -9.192  12.765
H  5.388  -8.145  11.279
H  6.471  -7.361  14.244
H  5.269  -6.608  13.322
H  8.123  -6.301  13.199
H  7.189  -5.649  11.791
H  9.049  -7.751  11.685
H  7.705  -7.403  10.519
C  7.344  -10.692  16.292
C  8.185  -12.019  16.355
C  8.667  -12.259  14.938
N  9.393  -13.540  14.646
C  10.669  -13.375  15.351
C  9.721  -13.831  13.128
C  9.899  -15.311  13.142
C  8.876  -15.850  14.068
C  8.670  -14.743  15.077
H  7.956  -9.826  16.231
H  6.774  -10.544  17.239
H  6.642  -10.684  15.443
H  7.565  -12.817  16.681
H  8.988  -11.758  17.078
H  9.272  -11.436  14.627
H  7.799  -12.335  14.270
H  10.499  -13.306  16.412
H  11.167  -12.476  14.981
H  11.320  -14.273  15.096
H  10.542  -13.204  12.937
H  8.823  -13.546  12.507
H  10.945  -15.448  13.429
H  9.680  -15.568  12.145
H  9.258  -16.739  14.537
H  7.927  -16.031  13.629
H  8.840  -14.951  16.133
H  7.580  -14.553  15.217
As  10.505  -16.095  18.675
F  10.646  -17.774  19.034
F  8.841  -16.064  19.153
F  10.426  -14.379  18.299
F  12.279  -16.062  18.277
F  10.131  -16.511  17.099
F  10.983  -15.763  20.307
C  7.511  -4.132  17.082
F  7.604  -2.972  17.844
F  8.739  -4.478  16.628
F  7.119  -5.106  17.905
S  6.365  -3.805  15.663
O  6.627  -2.436  15.325
O  6.776  -4.815  14.632
O  5.092  -4.035  16.346
C  13.462  -10.596  13.735
F  13.773  -9.985  14.822
F  14.334  -10.324  12.785
F  13.514  -11.911  13.901
S  11.656  -10.117  13.203
O  10.846  -10.121  14.404
O  11.903  -8.893  12.460
O  11.347  -11.263  12.379
C  4.685  -14.225  13.286
F  4.594  -15.461  12.719
F  3.505  -13.923  13.708
F  5.544  -14.442  14.328
S  5.419  -12.932  12.186
O  4.691  -13.026  10.956
O  5.165  -11.793  13.043
O  6.811  -13.332  12.047